1.
Formula: C3H5O3Yb
Source: the Open Molecules 2025 dataset
Level of theory: ωB97M-V/def2-TZVPD

Structure (ORCA input):
```
! wB97M-V def2-TZVPD RIJCOSX def2/J DEFGRID3
* xyz 4 2
H -1.0077 0.6687 -1.7772
O -0.8508 0.1806 -0.9466
C -1.9582 0.3861 0.1219
C -0.5909 -1.2644 -1.0216
O -2.7048 1.2823 0.0669
O -1.8157 -0.6371 0.8795
C -0.8258 -1.6141 0.4396
Yb 3.4707 0.6577 -0.0526
H 0.4231 -1.4481 -1.3803
H -1.3183 -1.7122 -1.7049
H 0.0706 -1.4697 1.0515
H -1.2632 -2.6059 0.5748
*
```

Calculated values
Gap between HOMO and LUMO (alpha / beta) (eV): 9.96 / 5.21
F_max (eV/Å): 1.89
HOMO energy (alpha / beta) (Eh): -1.0438 / -1.0438
LUMO (alpha / beta) (eV): -18.449 / -23.198
Calculated total energy (hartree): -1499.58085

These are the Mulliken partial charges, in e, on atoms 1 to 4: number 1, H, carries 0.494; number 2, O, carries -0.226; number 3, C, carries 0.621; number 4, C, carries -0.242

2.
Formula: C3H5O5Tl
Source: the Open Molecules 2025 dataset
Level of theory: ωB97M-V/def2-TZVPD

Structure (ORCA input):
```
! wB97M-V def2-TZVPD RIJCOSX def2/J DEFGRID3
* xyz -1 2
O 1.6123 -0.4637 1.0696
C 1.3173 -0.3864 -0.2979
C 1.2809 1.0516 -0.8074
O 0.1942 1.3491 -1.6042
H 0.8587 -0.0659 1.5377
H 0.0292 -1.0623 -0.3196
H 1.9288 -1.0845 -0.8832
H 2.2524 1.2439 -1.3176
H 1.2825 1.7381 0.0785
Tl -1.7503 1.5287 -0.6797
O -1.6227 -1.2081 -0.2802
C -2.2599 -1.1306 0.8356
O -3.4804 -0.7876 0.8040
O -1.6430 -0.7223 1.8646
*
```

Calculated values
Gap between HOMO and LUMO (alpha / beta) (eV): 7.37 / 6.22
F_max (eV/Å): 4.98
HOMO energy (alpha / beta) (Eh): -0.1656 / -0.1603
LUMO (alpha / beta) (eV): 2.860 / 1.852
Calculated total energy (hartree): -665.93857
ΔE to the lowest compared entry with this formula, charge and spin (kcal per mole): 0.00

These are the Mulliken partial charges, in e, on atoms 1 to 4: number 1, O, carries -0.551; number 2, C, carries -0.120; number 3, C, carries -0.396; number 4, O, carries -0.726

3.
Formula: C3H5OP
Source: the Open Molecules 2025 dataset
Level of theory: ωB97M-V/def2-TZVPD

Structure (ORCA input):
```
! wB97M-V def2-TZVPD RIJCOSX def2/J DEFGRID3
* xyz 0 1
C -0.5042 0.1135 -0.0142
C 0.2898 1.3752 -0.0589
C 0.6258 -0.8585 0.0169
O 1.6995 0.0316 0.2860
P -2.1717 -0.0408 0.0698
H 0.6458 1.7454 -1.0059
H 0.2609 2.0673 0.7642
H 0.5545 -1.6356 0.7914
H 0.7574 -1.3604 -0.9549
H -2.1578 -1.4376 0.1056
*
```

Calculated values
Gap between HOMO and LUMO (eV): 8.82
F_max (eV/Å): 4.37
HOMO energy (Eh): -0.3390
LUMO (eV): -0.403
Calculated total energy (hartree): -533.74589
ΔE to the lowest compared entry with this formula, charge and spin (kcal per mole): 70.61

These are the Mulliken partial charges, in e, on atoms 1 to 4: number 1, C, carries 0.201; number 2, C, carries -0.267; number 3, C, carries -0.305; number 4, O, carries -0.522

What did the third record say?
Formula: C3H5OP
Source: the Open Molecules 2025 dataset
Level of theory: ωB97M-V/def2-TZVPD

Structure (ORCA input):
```
! wB97M-V def2-TZVPD RIJCOSX def2/J DEFGRID3
* xyz 0 1
C -0.5042 0.1135 -0.0142
C 0.2898 1.3752 -0.0589
C 0.6258 -0.8585 0.0169
O 1.6995 0.0316 0.2860
P -2.1717 -0.0408 0.0698
H 0.6458 1.7454 -1.0059
H 0.2609 2.0673 0.7642
H 0.5545 -1.6356 0.7914
H 0.7574 -1.3604 -0.9549
H -2.1578 -1.4376 0.1056
*
```

Calculated values
Gap between HOMO and LUMO (eV): 8.82
F_max (eV/Å): 4.37
HOMO energy (Eh): -0.3390
LUMO (eV): -0.403
Calculated total energy (hartree): -533.74589
ΔE to the lowest compared entry with this formula, charge and spin (kcal per mole): 70.61

These are the Mulliken partial charges, in e, on atoms 1 to 4: number 1, C, carries 0.201; number 2, C, carries -0.267; number 3, C, carries -0.305; number 4, O, carries -0.522